No. 1
Entry from the OMol25 dataset: an isolated ion of composition C35H50N11O8 and charge +1 (ωB97M-V/def2-TZVPD).

Last column: Mulliken charge in e.
CARTESIAN COORDINATES (ANGSTROEM)
C -3.49798 -1.76354 3.08005  -0.231
C -4.32906 -1.53634 2.24864  0.013
C -5.35088 -1.29056 1.25053  -0.988
H -5.57736 -2.23217 0.72460  0.370
O -4.92563 -0.30526 0.31112  -0.345
C -5.90766 -0.06752 -0.67597  -0.860
C -5.39720 0.96460 -1.67331  -0.665
H -5.12368 1.89428 -1.15353  0.300
H -6.20044 1.18433 -2.38704  0.493
O -4.27428 0.42388 -2.33707  -0.225
C -3.95198 1.05232 -3.56114  -0.735
H -4.77519 0.93996 -4.28010  0.549
C -2.70832 0.35177 -4.11759  -0.831
O -1.58564 0.43738 -3.26169  -0.460
C -0.62748 1.44566 -3.55606  0.116
H -0.40593 1.45593 -4.62854  0.656
H 0.27135 1.14946 -3.01023  -0.381
C -1.05164 2.85046 -3.09183  -1.264
N -1.50779 2.80951 -1.72384  0.031
C -0.62414 2.80132 -0.69478  0.204
N 0.51102 3.45772 -0.84287  -0.249
C 1.34027 3.39046 0.20399  0.228
N 2.53328 4.02111 0.10008  -0.089
C 3.63431 3.60176 0.93584  -0.414
H 4.14045 4.48090 1.34317  0.487
H 3.21632 3.01512 1.75401  -0.021
C 4.61511 2.76400 0.06852  -0.805
N 3.90053 2.29538 -1.10030  0.280
C 3.07345 1.22926 -1.13949  -0.332
O 2.25778 1.07143 -2.03021  -0.783
C 3.26192 0.13222 -0.07590  -0.876
N 1.97192 -0.41943 0.23629  1.761
C 0.97269 -0.82260 -0.57215  -0.516
C -0.08869 -1.02680 0.28718  -0.414
N 0.33881 -0.76328 1.54062  0.378
N 1.56277 -0.40111 1.49803  -1.174
C -1.52774 -1.32769 0.04087  0.249
N -2.18665 -0.09118 -0.46832  2.464
H -2.01494 0.00583 -1.48803  -0.159
H -3.20947 -0.14438 -0.31048  0.486
H -1.98119 -1.55570 1.00995  -0.757
C -1.75760 -2.47768 -0.94197  -0.736
C -0.81919 -3.62870 -0.68092  0.062
C -0.23299 -4.29955 -1.74414  -0.735
C 0.71389 -5.28214 -1.53130  -0.814
C 1.11082 -5.57744 -0.23698  0.280
C 0.48208 -4.96415 0.83949  -0.327
C -0.48338 -4.00546 0.61393  -0.125
H -0.95281 -3.53173 1.46125  0.434
H 0.78032 -5.22782 1.84196  0.455
O 2.16238 -6.41522 0.03082  -0.590
H 2.46253 -6.83628 -0.78446  0.264
H 1.18276 -5.77773 -2.36933  0.363
H -0.49899 -4.03694 -2.75729  0.433
H -1.58874 -2.11732 -1.95910  0.093
H -2.79688 -2.80945 -0.86785  0.536
H 1.08364 -0.94674 -1.62533  0.725
C 4.25290 -0.90768 -0.61658  -0.920
H 3.85796 -1.32145 -1.54740  0.435
C 4.49399 -2.05330 0.36691  -1.025
C 3.59056 -3.23915 0.08420  0.501
O 2.78751 -3.27682 -0.81250  -0.446
O 3.81367 -4.23459 0.92595  -0.558
H 3.25924 -5.02274 0.73309  0.550
H 4.33195 -1.74405 1.40102  0.382
H 5.52059 -2.41564 0.29398  0.508
H 5.18896 -0.39391 -0.83800  0.577
H 3.61500 0.53203 0.87788  1.101
C 3.60298 3.39714 -2.00284  -0.754
H 2.91836 3.02255 -2.76316  0.297
C 2.95140 4.53841 -1.18107  -0.705
H 3.66444 5.34456 -0.99500  0.334
H 2.07798 4.93587 -1.69403  0.463
H 4.52874 3.72814 -2.47811  0.443
H 5.05093 1.94393 0.63446  0.365
H 5.43423 3.39060 -0.29288  0.405
N 1.05252 2.80398 1.36114  -0.174
C -0.15612 2.24993 1.45607  0.336
N -1.00948 2.14256 0.40995  -0.335
N -0.54464 1.79092 2.64432  0.230
C -1.82274 1.15422 2.85919  0.067
H -2.51011 1.43575 2.06282  0.271
H -1.67989 0.06868 2.86581  -0.034
C -2.39135 1.60516 4.21038  -0.995
O -1.48729 1.35848 5.25571  -0.425
C -0.28539 2.06409 5.04855  -0.776
H 0.35716 1.83370 5.89880  0.371
C 0.38759 1.63848 3.74209  -0.366
H 1.26096 2.25410 3.53734  0.132
H 0.68416 0.58533 3.79866  0.316
H -0.48702 3.14587 5.02714  0.382
H -3.29762 1.04210 4.43966  0.391
H -2.63126 2.67895 4.16653  0.418
H -1.77861 0.79959 0.01386  -0.404
H -2.33994 2.26078 -1.56404  -0.022
H -0.18819 3.51277 -3.13709  0.532
H -1.84920 3.25492 -3.71920  0.381
H -2.47477 0.75245 -5.10823  0.521
H -2.93586 -0.71493 -4.20852  0.363
H -3.77803 2.12520 -3.40498  0.307
H -6.83048 0.30434 -0.21150  0.416
H -6.13183 -1.00212 -1.20952  0.398
H -6.26675 -0.94780 1.75513  0.404
H -2.79220 -1.97069 3.82974  0.530

Results
E ... -69872.38924 eV
Lowest unoccupied orbital energy ... -1.476 eV
Charge ... +1
Multiplicity ... 1

***

No. 2
Entry from the OMol25 dataset: a 11-piece molecular cluster, H23O11 overall (ωB97M-V/def2-TZVPD).

Last column: Mulliken charge in e.
CARTESIAN COORDINATES (ANGSTROEM)
O -0.73611 -0.45417 4.29158  -0.608
H -0.49929 -0.08912 3.43385  0.285
H -0.05583 -0.05665 4.84984  0.327
O 4.44524 1.49442 -1.21190  -0.687
H 5.19230 0.90042 -1.10642  0.346
H 4.55577 2.23017 -0.64107  0.331
O 1.30483 -0.54512 -2.91083  -0.619
H 0.38165 4.00232 0.94011  0.324
H 3.08915 0.84386 -0.68277  0.389
O -0.62616 -3.53872 -0.39473  -0.601
H 0.32481 -3.63156 -0.34289  0.318
H -2.51669 1.82091 1.50720  0.260
O -2.13022 -3.33454 -3.18144  -0.630
H -3.00420 -3.21401 -2.77968  0.360
H -0.93872 -3.25736 -1.25784  0.435
O 0.77096 1.02013 1.48901  -0.525
H 0.18596 1.84309 1.29365  0.522
H 2.11794 -0.13199 -3.19567  0.283
O -1.10404 -0.63171 1.25616  -0.599
H 1.00391 -1.26445 -3.46577  0.300
O -1.60703 -0.18498 -1.71384  -0.521
H -2.34522 0.43143 -1.83142  0.270
H -1.76037 -0.67427 -2.53534  0.285
O -3.13008 1.94005 2.21763  -0.609
H -1.09830 -1.25863 0.51958  0.239
H -2.95041 1.47485 3.03756  0.338
O -0.20820 3.24819 0.84894  -0.661
H 0.17905 0.20500 1.58929  0.448
H -1.02563 3.48119 1.30744  0.333
O 2.18472 0.55649 -0.37392  -0.633
H 1.70952 0.12258 -1.10152  0.391
H 1.28261 1.01765 0.51256  0.480
H -1.59325 -3.22406 -2.38849  0.085
H -1.39868 -1.14142 2.02115  0.341

Results
E ... -22889.27385 eV
Lowest unoccupied orbital energy ... -2.855 eV
Charge ... +1
Multiplicity ... 1

***

- Among the records above, which one has the lowest E?
  C35H50N11O8

***

Repeat the second record exactly.
Entry from the OMol25 dataset: a 11-piece molecular cluster, H23O11 overall (ωB97M-V/def2-TZVPD).

Last column: Mulliken charge in e.
CARTESIAN COORDINATES (ANGSTROEM)
O -0.73611 -0.45417 4.29158  -0.608
H -0.49929 -0.08912 3.43385  0.285
H -0.05583 -0.05665 4.84984  0.327
O 4.44524 1.49442 -1.21190  -0.687
H 5.19230 0.90042 -1.10642  0.346
H 4.55577 2.23017 -0.64107  0.331
O 1.30483 -0.54512 -2.91083  -0.619
H 0.38165 4.00232 0.94011  0.324
H 3.08915 0.84386 -0.68277  0.389
O -0.62616 -3.53872 -0.39473  -0.601
H 0.32481 -3.63156 -0.34289  0.318
H -2.51669 1.82091 1.50720  0.260
O -2.13022 -3.33454 -3.18144  -0.630
H -3.00420 -3.21401 -2.77968  0.360
H -0.93872 -3.25736 -1.25784  0.435
O 0.77096 1.02013 1.48901  -0.525
H 0.18596 1.84309 1.29365  0.522
H 2.11794 -0.13199 -3.19567  0.283
O -1.10404 -0.63171 1.25616  -0.599
H 1.00391 -1.26445 -3.46577  0.300
O -1.60703 -0.18498 -1.71384  -0.521
H -2.34522 0.43143 -1.83142  0.270
H -1.76037 -0.67427 -2.53534  0.285
O -3.13008 1.94005 2.21763  -0.609
H -1.09830 -1.25863 0.51958  0.239
H -2.95041 1.47485 3.03756  0.338
O -0.20820 3.24819 0.84894  -0.661
H 0.17905 0.20500 1.58929  0.448
H -1.02563 3.48119 1.30744  0.333
O 2.18472 0.55649 -0.37392  -0.633
H 1.70952 0.12258 -1.10152  0.391
H 1.28261 1.01765 0.51256  0.480
H -1.59325 -3.22406 -2.38849  0.085
H -1.39868 -1.14142 2.02115  0.341

Results
E ... -22889.27385 eV
Lowest unoccupied orbital energy ... -2.855 eV
Charge ... +1
Multiplicity ... 1

***

- Look up the E of the second one.
  -22889.27385 eV